Below is C8H8O7 as an isolated structure at a distorted geometry, with properties calculated with ωB97M-V/def2-TZVPD.

```
23
C8H8O7 | the Open Molecules 2025 dataset | ωB97M-V/def2-TZVPD
C 0.390 -1.545 0.525
C -0.419 2.152 0.494
C -2.177 -1.344 -0.648
C -2.687 0.660 0.175
C -0.821 -0.998 -0.116
C -1.297 0.898 0.442
C 2.391 -2.807 0.150
C 1.637 2.956 -0.657
O 0.685 -1.381 1.683
O -0.750 3.017 1.224
O -3.192 -0.516 -0.360
O -1.144 -0.912 -1.475
O -2.251 0.639 1.477
O 1.147 -2.244 -0.337
O 0.683 1.935 -0.282
H -2.653 -2.298 -0.714
H -3.292 1.445 -0.007
H 2.225 -3.111 1.148
H 3.284 -2.235 0.011
H 2.506 -3.821 -0.446
H 1.683 3.855 -0.022
H 1.468 3.245 -1.709
H 2.586 2.409 -0.558
```

## Properties
Orbital gap   10.01 eV
ΔE to the lowest compared entry with this formula, charge and spin   81.9 kcal per mole
E_HOMO   -9.446 eV
DFT total energy   -22752.656 eV
Molar mass   216.15 g/mol
LUMO level   0.6 eV